#1
The following is a DFT calculation (the ωB97M-V functional and the def2-TZVPD basis) of a single C4H9NO2 molecule.

Geometry as ORCA input:
```
! wB97M-V def2-TZVPD RIJCOSX def2/J DEFGRID3
* xyz 0 1
C 0.35 -0.44 -1.93
N 0.53 0.76 -1.14
C -0.64 1.18 -0.34
C -0.94 0.17 0.73
C 0.08 -0.31 1.46
O 1.24 0.35 1.68
O -0.02 -1.40 2.28
H 1.16 -0.50 -2.66
H -0.59 -0.38 -2.48
H 0.33 -1.36 -1.34
H 1.41 0.78 -0.64
H -1.50 1.29 -1.01
H -0.38 2.14 0.10
H -1.87 -0.38 0.69
H 1.73 -0.13 2.37
H -0.91 -1.77 2.24
*
```

The calculation puts the HOMO energy at -0.2937 Eh. The SMILES is CNCC=C(O)O. As for the gap between HOMO and LUMO: 8.59 eV.

These are the Mulliken partial charges, in e, on atoms 1 to 5:
1 C -0.8595
2 N -0.3978
3 C -0.6209
4 C -0.4015
5 C 0.7165

---

#2
The following is a DFT calculation (the ωB97M-V functional and the def2-TZVPD basis) of 2 unconnected molecules or ions with the total composition C4H9NO2.

Geometry as ORCA input:
```
! wB97M-V def2-TZVPD RIJCOSX def2/J DEFGRID3
* xyz 0 1
H 0.46 -1.85 1.93
N 0.30 -1.30 1.08
C 1.39 -1.17 0.43
C 1.48 -0.36 -0.84
O 2.27 0.79 -0.62
H 2.35 -1.59 0.76
H 1.98 -0.93 -1.63
H 0.47 -0.10 -1.17
H 1.68 1.42 -0.16
C -2.10 0.40 -0.42
C -1.33 1.16 0.61
O -0.35 1.84 0.39
H -2.03 -0.67 -0.18
H -1.70 0.58 -1.42
H -3.15 0.69 -0.38
H -1.73 1.09 1.64
*
```

The calculation puts the HOMO energy at -0.3664 Eh. The SMILES is [H]/N=C/CO.CC=O. As for the gap between HOMO and LUMO: 11.00 eV.

These are the Mulliken partial charges, in e, on atoms 1 to 5:
1 H 0.2131
2 N -0.4175
3 C -0.0425
4 C -0.1268
5 O -0.5307

---

In terms of stability, #2 leads; the second structure lies 1.7 kcal/mol higher.

---

#1
The following is a DFT calculation (the ωB97M-V functional and the def2-TZVPD basis) of 2 unconnected molecules or ions with the total composition C4H9NO2.

Geometry as ORCA input:
```
! wB97M-V def2-TZVPD RIJCOSX def2/J DEFGRID3
* xyz 0 1
C -0.20 -0.68 -0.27
C 1.19 1.63 0.61
C 0.60 -1.85 0.17
N -0.13 -0.24 -1.58
C -1.87 0.66 0.55
O -0.56 0.19 0.72
O -2.23 1.41 -0.31
H -0.72 0.55 -1.81
H -0.12 -0.97 -2.28
H -2.48 0.30 1.39
H 1.10 2.25 -0.28
H 0.85 2.09 1.53
H 2.10 1.06 0.72
H 0.59 -2.64 -0.58
H 1.64 -1.53 0.32
H 0.24 -2.26 1.11
*
```

The calculation puts the HOMO energy (spin up / spin down) at -0.2838 / -0.2210 Eh. As for the gap between HOMO and LUMO (spin up / spin down): 8.51 / 6.77 eV.

These are the Mulliken partial charges, in e, on atoms 1 to 5:
1 C 0.3005
2 C -0.9363
3 C -1.0855
4 N -0.4236
5 C 0.1794

---

#2
The following is a DFT calculation (the ωB97M-V functional and the def2-TZVPD basis) of a molecular structure, C4H9NO2.

Geometry as ORCA input:
```
! wB97M-V def2-TZVPD RIJCOSX def2/J DEFGRID3
* xyz 0 1
C -1.89 0.42 1.11
C -1.74 -0.65 0.14
N -0.70 -0.64 -0.76
C 0.55 -0.42 -0.24
O 0.86 -0.35 0.95
O 1.46 -0.29 -1.23
C 2.78 -0.02 -0.78
H -1.01 0.79 1.61
H -1.55 1.59 -0.28
H -2.86 0.57 1.60
H -1.47 -1.28 1.06
H -2.68 -1.01 -0.27
H -1.14 1.16 -0.85
H 3.40 0.06 -1.68
H 2.83 0.91 -0.22
H 3.15 -0.83 -0.15
*
```

The calculation puts the HOMO energy (spin up / spin down) at -0.3339 / -0.3338 Eh. As for the gap between HOMO and LUMO (spin up / spin down): 8.13 / 8.13 eV.

These are the Mulliken partial charges, in e, on atoms 1 to 5:
1 C -0.8021
2 C -0.0227
3 N -0.5959
4 C 0.8426
5 O -0.6565

---

In terms of stability, #2 leads; the second structure lies 3.6 kcal/mol higher.

---

#1
The following is a DFT calculation (the ωB97M-V functional and the def2-TZVPD basis) of a single C4H9NO2 molecule.

Geometry as ORCA input:
```
! wB97M-V def2-TZVPD RIJCOSX def2/J DEFGRID3
* xyz 0 1
C -0.25 2.05 -0.71
C 0.05 0.56 -0.93
O 1.40 0.38 -1.34
C -0.20 -0.15 0.40
N -0.06 -1.57 0.30
C -0.07 -2.34 1.41
O -0.06 -1.92 2.55
H 0.29 2.47 0.14
H -1.33 2.17 -0.64
H -0.01 2.59 -1.63
H -0.64 0.16 -1.66
H 1.91 0.74 -0.60
H 0.45 0.27 1.18
H -1.17 0.15 0.82
H -0.10 -2.14 -0.52
H -0.21 -3.42 1.22
*
```

The calculation puts the HOMO energy at -0.3607 Eh. The SMILES is C[C@@H](O)CNC=O. As for the gap between HOMO and LUMO: 10.63 eV.

These are the Mulliken partial charges, in e, on atoms 1 to 5:
1 C -1.3796
2 C 0.1774
3 O -0.5421
4 C -0.7147
5 N -0.0403

---

#2
The following is a DFT calculation (the ωB97M-V functional and the def2-TZVPD basis) of a single C4H9NO2 molecule.

Geometry as ORCA input:
```
! wB97M-V def2-TZVPD RIJCOSX def2/J DEFGRID3
* xyz 0 1
C 2.07 0.25 -0.21
O 1.32 -0.34 0.82
C 0.10 0.30 1.09
C -0.88 0.14 -0.09
C -1.17 -1.34 -0.34
N -2.10 0.91 0.23
O -1.99 2.05 -0.17
H 3.04 -0.25 -0.23
H 1.60 0.14 -1.20
H 2.23 1.33 -0.02
H 0.25 1.38 1.27
H -0.30 -0.16 1.99
H -0.46 0.74 -0.91
H -1.63 -1.79 0.55
H -0.23 -1.88 -0.50
H -1.83 -1.53 -1.19
*
```

The calculation puts the HOMO energy at -0.3395 Eh. The SMILES is COC[C@@H](C)N=O. As for the gap between HOMO and LUMO: 9.21 eV.

These are the Mulliken partial charges, in e, on atoms 1 to 5:
1 C -0.6711
2 O -0.3278
3 C -0.8439
4 C 0.4551
5 C -1.2104

---

#3
The following is a DFT calculation (the ωB97M-V functional and the def2-TZVPD basis) of a single C4H9NO2 molecule.

Geometry as ORCA input:
```
! wB97M-V def2-TZVPD RIJCOSX def2/J DEFGRID3
* xyz 0 1
C 0.85 1.17 -2.25
C -0.32 0.69 -1.40
N 0.09 -0.23 -0.36
C 0.08 0.10 0.96
O -0.27 1.17 1.41
O 0.50 -0.96 1.72
C -0.53 -1.49 2.54
H 1.36 0.32 -2.71
H 0.50 1.84 -3.04
H 1.57 1.71 -1.63
H -0.80 1.53 -0.88
H -1.08 0.20 -2.02
H 0.40 -1.16 -0.59
H -0.05 -2.04 3.35
H -1.16 -0.69 2.94
H -1.15 -2.18 1.94
*
```

The calculation puts the HOMO energy at -0.3628 Eh. The SMILES is CCNC(=O)OC. As for the gap between HOMO and LUMO: 10.76 eV.

These are the Mulliken partial charges, in e, on atoms 1 to 5:
1 C -1.0478
2 C -0.4108
3 N -0.1313
4 C 0.6732
5 O -0.5998

---

#4
The following is a DFT calculation (the ωB97M-V functional and the def2-TZVPD basis) of a molecular structure, C4H9NO2.

Geometry as ORCA input:
```
! wB97M-V def2-TZVPD RIJCOSX def2/J DEFGRID3
* xyz 0 1
C -2.26 -0.16 -0.63
C -0.20 0.46 -0.58
O -0.27 1.54 0.25
C 0.29 -0.75 0.18
C 1.82 -0.75 0.32
O 2.50 -1.72 0.01
N 2.34 0.37 0.87
H -2.37 -0.03 0.45
H -2.37 -1.21 -0.91
H -2.98 0.47 -1.16
H -1.17 0.27 -1.28
H -0.37 2.33 -0.30
H -0.12 -0.81 1.20
H 0.04 -1.66 -0.37
H 3.35 0.45 0.94
H 1.77 1.19 1.01
*
```

The calculation puts the HOMO energy at -0.2989 Eh. As for the gap between HOMO and LUMO: 8.76 eV.

These are the Mulliken partial charges, in e, on atoms 1 to 5:
1 C -1.1902
2 C -0.0911
3 O -0.4702
4 C -0.3375
5 C 0.2743

---

In terms of stability, #3 leads; the second structure lies 8.6 kcal/mol higher.

---

#1
The following is a DFT calculation (the ωB97M-V functional and the def2-TZVPD basis) of a single C4H9NO2 molecule.

Geometry as ORCA input:
```
! wB97M-V def2-TZVPD RIJCOSX def2/J DEFGRID3
* xyz 0 1
C -2.00 -0.33 -0.56
C -0.56 0.19 -0.52
O -0.54 1.48 0.08
C 0.34 -0.78 0.25
C 1.83 -0.47 0.28
N 2.15 0.79 0.69
O 2.67 -1.32 0.03
H -2.33 -0.63 0.44
H -2.09 -1.20 -1.21
H -2.69 0.44 -0.93
H -0.19 0.31 -1.54
H -1.40 1.61 0.48
H -0.02 -0.83 1.28
H 0.25 -1.79 -0.19
H 3.13 1.04 0.67
H 1.44 1.50 0.75
*
```

The calculation puts the HOMO energy at -0.3525 Eh. The SMILES is C[C@@H](O)CC(N)=O. As for the gap between HOMO and LUMO: 10.34 eV.

These are the Mulliken partial charges, in e, on atoms 1 to 5:
1 C -1.5460
2 C 0.6532
3 O -0.5689
4 C -0.7080
5 C 0.3725

---

#2
The following is a DFT calculation (the ωB97M-V functional and the def2-TZVPD basis) of 2 unconnected molecules or ions with the total composition C4H9NO2.

Geometry as ORCA input:
```
! wB97M-V def2-TZVPD RIJCOSX def2/J DEFGRID3
* xyz 0 1
C 1.37 -1.62 -0.33
C 0.43 -0.78 0.50
O -0.38 -1.28 1.26
C 0.53 0.74 0.37
N -0.66 1.38 -0.16
C -1.74 1.39 0.52
O -2.02 0.80 1.68
H 1.30 -1.32 -1.38
H 1.14 -2.67 -0.21
H 2.40 -1.42 -0.01
H 0.77 1.12 1.37
H 1.37 1.00 -0.29
H -2.58 1.98 0.16
H -1.40 0.05 1.82
H -0.15 0.11 -2.94
H -0.39 0.52 -2.37
*
```

The calculation puts the HOMO energy at -0.3573 Eh. The SMILES is CC(=O)C/N=C\O.[H][H]. As for the gap between HOMO and LUMO: 10.49 eV.

These are the Mulliken partial charges, in e, on atoms 1 to 5:
1 C -1.2169
2 C 1.2323
3 O -0.6451
4 C -1.0846
5 N -0.4085

---

In terms of stability, #1 leads; the second structure lies 43.3 kcal/mol higher.